20
Properties=species:S:1:pos:R:3 method="wB97M-V/def2-TZVPD" lumo_ev="3.8 / 3.6" s_squared=0.750 orbital_gap_ha="0.135 / 0.344" spin_multiplicity=2 total_charge=-1
C -0.843 1.118 3.002
C 0.154 0.029 3.354
O 0.680 -0.428 2.250
O 0.392 -0.251 4.513
H -0.435 2.085 3.320
H -1.784 0.914 3.514
H -1.083 1.198 1.961
C -1.295 -0.603 -2.799
C 0.754 -0.283 -1.325
N 0.432 -0.913 -0.227
N 0.118 -0.281 -2.488
N 1.882 0.485 -1.236
H -0.281 -1.624 -0.262
H 0.695 -0.691 0.900
H 0.635 -0.007 -3.326
H 2.363 0.719 -2.085
H 2.276 0.624 -0.322
H -1.413 -1.638 -2.416
H -1.351 -0.688 -3.895
H -1.896 0.237 -2.434



74
Properties=species:S:1:pos:R:3 method="wB97M-V/def2-TZVPD" lumo_ev=-1.2 orbital_gap_ha=0.116 total_charge=-1
C -4.239 1.344 -2.365
O -4.450 0.043 -1.955
C -3.244 -0.688 -1.926
Nb -2.001 -1.009 -0.113
B -2.949 -3.198 -0.050
O -4.275 -3.310 -0.231
O -2.230 -4.378 0.131
P -0.945 1.362 -0.457
O 0.330 1.542 0.230
O -2.026 2.382 0.172
O -0.756 1.852 -1.990
P -0.272 -1.976 -1.748
O -0.719 -3.508 -2.533
O -0.152 -0.990 -3.161
S 1.504 -2.185 -1.043
S -0.830 -1.603 2.142
O -0.836 -3.034 2.409
O 0.503 -1.064 2.264
C -1.842 -0.814 3.482
F -2.985 -1.517 3.437
F -2.122 0.447 3.187
C -1.276 -0.944 4.901
F -0.097 -0.406 5.058
F -2.124 -0.281 5.712
F -1.300 -2.194 5.296
H -3.199 1.609 -2.587
H -4.641 2.011 -1.612
H -4.811 1.553 -3.271
H -3.582 -1.680 -2.198
H -2.611 -0.335 -2.725
H -3.329 -0.263 0.847
H -4.458 -4.156 -0.649
H -1.304 -4.125 0.163
H -2.663 1.849 0.666
H -1.220 1.284 -2.607
H -1.361 -3.277 -3.228
H -0.881 -1.233 -3.782
K -4.918 1.577 -4.847
C 4.664 0.498 -1.413
C 3.748 1.672 -1.700
O 3.024 1.485 -2.927
H 5.376 0.359 -2.231
H 5.217 0.652 -0.488
H 4.086 -0.426 -1.323
H 4.324 2.588 -1.810
H 3.034 1.807 -0.884
H 2.503 0.685 -2.828
N 2.123 -5.455 -2.629
O 2.990 -6.197 -2.973
O 1.273 -5.734 -1.744
O 2.007 -4.272 -3.102
Ca 0.857 -2.935 -4.309
C -1.038 3.632 6.793
Cl -1.042 3.721 8.571
Cl -2.090 4.903 6.149
Cl 0.596 3.876 6.206
Cl -1.653 2.051 6.302
B 3.337 6.141 3.815
O 4.477 6.798 4.546
C 4.097 7.983 4.962
O 4.771 8.764 5.579
C 2.618 8.208 4.518
O 1.964 9.192 4.736
O 2.217 7.141 3.868
F 2.972 4.968 4.450
F 3.694 5.888 2.506
Li -0.483 -5.770 -1.079
Cl -5.339 -1.665 3.608
Cl -2.370 -1.292 -4.895
C 3.397 -6.054 -7.200
Cl 2.198 -5.003 -6.372
Cl 3.971 -7.321 -6.145
H 2.908 -6.494 -8.059
H 4.229 -5.433 -7.504



11
Properties=species:S:1:pos:R:3 method="wB97M-V/def2-TZVPD" lumo_ev=-10.3 orbital_gap_ha=0.198 total_charge=+1
C 0.567 -0.883 0.823
C -0.195 0.146 0.006
N 0.612 1.191 -0.695
H 0.378 -1.371 1.808
H 0.522 -1.700 0.088
H 1.574 -0.485 0.681
H -0.527 -0.128 -0.876
H -1.140 0.493 0.373
H 0.602 1.081 -1.695
H -2.657 -0.464 0.101
H 0.265 2.120 -0.616



163
Properties=species:S:1:pos:R:3 method="wB97M-V/def2-TZVPD" lumo_ev=1.7 orbital_gap_ha=0.342 total_charge=-1
As 0.881 -0.545 0.564
F -0.445 -0.794 -0.551
F 1.092 -2.278 0.650
F 2.197 -0.252 1.691
F 0.661 1.201 0.355
F -0.309 -0.456 1.838
F 1.999 -0.512 -0.780
C -0.708 -6.171 0.763
O -1.206 -5.509 -0.410
P -2.743 -5.015 -0.455
O -3.649 -5.938 0.237
O -2.687 -3.505 0.051
C -2.618 -3.167 1.429
O -3.053 -4.818 -1.995
C -2.134 -4.135 -2.844
H -0.284 -7.139 0.502
H -1.518 -6.329 1.473
H 0.050 -5.542 1.225
H -1.592 -2.857 1.634
H -2.765 -4.042 2.068
H -3.370 -2.425 1.683
H -2.743 -3.435 -3.430
H -1.687 -4.803 -3.574
H -1.454 -3.456 -2.329
C 2.522 -2.496 -3.250
O 2.547 -2.645 -4.672
P 1.665 -3.788 -5.365
O 1.924 -3.854 -6.816
O 1.979 -5.097 -4.508
C 1.970 -6.396 -5.149
O 0.170 -3.469 -4.901
C -0.289 -2.116 -4.959
H 3.496 -2.757 -2.838
H 1.766 -3.000 -2.646
H 2.363 -1.432 -3.069
H 1.637 -6.304 -6.180
H 1.267 -6.979 -4.558
H 2.975 -6.804 -5.094
H -0.495 -1.783 -3.940
H -1.184 -2.086 -5.578
H 0.466 -1.451 -5.379
C 0.713 1.178 -2.969
O 0.277 2.232 -3.824
P -0.682 2.079 -5.090
O -1.078 3.356 -5.687
O -1.842 1.105 -4.593
C -2.885 0.713 -5.479
O 0.080 1.113 -6.119
C 1.335 1.542 -6.660
H 0.114 1.037 -2.069
H 1.712 1.421 -2.637
H 0.684 0.199 -3.457
H -2.837 1.165 -6.466
H -3.835 0.795 -4.950
H -2.820 -0.374 -5.607
H 1.578 2.557 -6.365
H 1.269 1.494 -7.748
H 2.082 0.788 -6.415
C 4.397 0.903 -1.037
O 4.849 2.222 -1.336
P 5.870 2.490 -2.548
O 7.237 2.014 -2.244
O 5.806 4.063 -2.817
C 6.819 4.911 -2.279
O 5.184 1.907 -3.856
C 4.055 2.533 -4.419
H 5.156 0.170 -1.340
H 3.485 0.656 -1.556
H 4.299 0.714 0.032
H 7.386 4.414 -1.495
H 6.384 5.800 -1.820
H 7.460 5.273 -3.081
H 4.223 2.641 -5.485
H 3.824 3.530 -4.037
H 3.150 1.967 -4.278
C -3.098 -0.699 -1.868
O -4.391 -0.768 -2.450
P -5.687 -0.478 -1.575
O -5.654 -1.042 -0.223
O -6.920 -0.937 -2.487
C -7.485 -0.121 -3.501
O -5.736 1.123 -1.659
C -6.743 1.813 -0.928
H -2.988 -0.044 -1.001
H -2.366 -0.256 -2.544
H -2.796 -1.694 -1.550
H -8.328 0.459 -3.117
H -7.813 -0.800 -4.284
H -6.798 0.641 -3.874
H -7.401 1.115 -0.404
H -7.343 2.446 -1.584
H -6.336 2.480 -0.167
C -2.738 -3.278 5.900
O -2.118 -4.120 4.953
P -0.556 -4.502 5.096
O -0.178 -5.387 3.991
O 0.242 -3.170 5.281
C 0.355 -2.291 4.127
O -0.476 -5.103 6.579
C -1.340 -6.154 6.962
H -3.543 -3.776 6.443
H -3.211 -2.432 5.398
H -2.082 -2.844 6.659
H -0.198 -1.400 4.416
H -0.113 -2.800 3.286
H 1.375 -2.027 3.862
H -1.608 -6.814 6.135
H -2.262 -5.798 7.425
H -0.814 -6.773 7.689
C -2.294 4.200 2.587
O -2.037 3.654 1.296
P -3.276 3.352 0.311
O -4.238 4.444 0.100
O -3.960 2.087 0.988
C -3.205 0.966 1.493
O -2.601 2.823 -1.028
C -1.859 3.783 -1.784
H -1.582 5.003 2.742
H -2.257 3.488 3.414
H -3.328 4.559 2.613
H -3.407 0.921 2.563
H -2.132 1.042 1.331
H -3.606 0.094 0.981
H -1.673 3.419 -2.783
H -0.887 3.939 -1.311
H -2.325 4.769 -1.814
C 0.274 3.415 8.070
O 1.386 3.906 7.305
P 1.263 3.914 5.698
O 2.512 4.339 5.049
O 0.638 2.522 5.332
C 0.642 2.036 3.972
O 0.026 4.898 5.439
C 0.085 6.241 5.884
H -0.537 3.104 7.414
H -0.063 4.210 8.733
H 0.606 2.556 8.652
H 1.105 1.055 3.944
H 1.010 2.769 3.260
H -0.406 1.855 3.717
H -0.702 6.456 6.608
H -0.149 6.883 5.029
H 1.064 6.542 6.255
C 4.570 2.040 3.078
C 4.836 3.340 2.313
O 6.210 3.760 2.376
O 4.286 2.273 4.444
H 5.454 1.399 2.998
H 3.800 1.431 2.586
H 4.255 4.196 2.641
H 4.630 3.103 1.259
H 6.699 3.137 1.831
H 3.612 2.971 4.505
C 3.204 -4.771 1.153
Cl 3.583 -4.772 -0.574
Cl 3.095 -6.437 1.816
H 3.949 -4.222 1.719
H 2.257 -4.294 1.387
C 1.621 3.614 0.502
Cl 1.832 3.897 -1.230
Cl 2.007 5.123 1.371
H 0.641 3.268 0.796
H 2.374 2.903 0.823



14
Properties=species:S:1:pos:R:3 method="wB97M-V/def2-TZVPD" lumo_ev=-0.8 smiles="Cc1csc(C=O)c1Br" orbital_gap_ha=0.290
C 0.241 0.580 2.227
C -0.065 0.405 0.783
C -0.901 1.303 0.137
S -1.108 1.028 -1.540
C -0.060 -0.328 -1.614
C -0.027 -1.296 -2.644
O 0.741 -2.207 -2.821
C 0.604 -0.476 -0.098
Br 1.992 -1.615 0.387
H -0.085 -0.255 2.852
H 1.313 0.628 2.358
H -0.256 1.497 2.567
H -1.583 1.902 0.818
H -0.806 -1.167 -3.412



24
Properties=species:S:1:pos:R:3 method="wB97M-V/def2-TZVPD" lumo_ev=1.1 smiles=CCN(C)CCNC orbital_gap_ha=0.331
C -0.340 -2.370 -1.660
C -1.175 -1.942 -0.475
N -0.864 -0.740 0.308
C -1.811 0.330 0.131
C 0.513 -0.316 0.137
C 1.036 0.508 1.413
N 1.898 1.582 1.002
C 1.280 2.703 0.297
H -0.777 -3.079 -2.395
H 0.017 -1.599 -2.327
H 0.551 -2.965 -1.501
H -2.227 -1.873 -0.778
H -1.124 -2.806 0.242
H -2.013 0.655 -0.911
H -2.849 0.119 0.491
H -1.579 1.108 0.868
H 0.544 0.446 -0.673
H 1.150 -1.205 0.135
H 0.096 0.865 1.844
H 1.479 -0.231 2.076
H 2.759 1.856 1.432
H 1.957 3.029 -0.512
H 1.127 3.500 1.042
H 0.354 2.422 -0.189



12
Properties=species:S:1:pos:R:3 method="wB97M-V/def2-TZVPD" lumo_ev=-0.5 smiles="O=CC(=O)N1CC1" orbital_gap_ha=0.353
O 2.037 0.406 1.959
C 2.124 0.186 0.781
C 0.924 0.033 -0.159
O 1.137 -0.269 -1.312
N -0.338 0.285 0.419
C -1.355 -0.736 0.078
C -1.395 0.586 -0.559
H 3.089 0.073 0.248
H -2.021 -0.987 0.897
H -1.014 -1.564 -0.541
H -1.094 0.650 -1.602
H -2.095 1.338 -0.209



17
Properties=species:S:1:pos:R:3 method="wB97M-V/def2-TZVPD" lumo_ev=1.1 smiles=C[C@H]1O[C@H]2CC[C@H]21 orbital_gap_ha=0.385
C -1.573 0.925 -1.215
C -0.868 0.994 0.166
O -1.152 -0.384 0.781
C 0.156 -0.756 1.258
C 1.028 -1.539 0.228
C 1.474 -0.156 -0.328
C 0.619 0.597 0.708
H -1.008 0.393 -1.982
H -2.469 0.321 -0.991
H -1.948 1.860 -1.669
H -1.433 1.772 0.723
H 0.166 -1.147 2.302
H 0.446 -2.192 -0.432
H 1.874 -2.135 0.613
H 2.540 0.025 -0.209
H 1.168 0.072 -1.349
H 0.979 1.350 1.397